C9H9NO in the gas phase at a distorted geometry. Source: the Open Molecules 2025 dataset; level of theory: ωB97M-V/def2-TZVPD.

```
20
Properties=species:S:1:pos:R:3:forces:R:3:mulliken_charge:R:1
C -1.757529 2.156638 1.339187 0.040 -2.389 0.720 -0.7832
C -2.509514 1.900158 2.429110 0.733 -1.791 -1.248 -0.5588
C -1.125282 0.912906 0.849742 -2.172 1.060 2.613 0.9442
C -1.735626 -0.072819 1.772493 0.665 1.510 -0.977 0.7201
C -0.234342 1.031228 -0.210027 2.957 -2.892 -0.105 -0.6748
C 0.884716 0.370923 -0.765871 -2.865 1.952 -0.263 -0.1296
C 0.987230 -1.981831 0.043902 -2.279 -0.365 2.384 -0.4278
C -1.760718 -1.380640 1.737799 2.208 -2.205 -3.102 -0.9865
C 2.348188 -1.443733 -1.475767 1.650 -0.914 -1.229 -0.9471
N 1.271724 -0.930599 -0.617689 1.844 -1.797 -0.512 0.2476
O -2.556962 0.568548 2.715170 1.002 -0.126 -0.902 -0.3560
H -1.598601 3.073218 0.915234 0.355 2.189 -0.897 0.4868
H -3.127250 2.393662 3.092895 -0.864 1.658 0.884 0.4793
H -0.178169 1.988720 -0.559026 -0.325 2.565 -0.990 0.3313
H 1.339108 0.870939 -1.648650 -0.193 -0.364 1.023 0.1520
H -1.162847 -2.022214 0.969123 -1.032 1.605 1.652 0.1422
H -2.468052 -1.859255 2.296228 -1.514 -1.366 1.715 0.4037
H 1.938105 -2.312759 -2.007097 0.068 0.579 -0.363 0.3622
H 2.658681 -0.667970 -2.202040 0.380 -0.445 0.393 0.2827
H 3.153730 -1.963356 -0.859942 -0.657 1.540 -0.795 0.3117
```
Positions in Å, forces in eV/Å.

orbital gap (spin up / spin down): 7.47 / 5.95 eV
total energy: -13008.615 eV
highest occupied orbital energy (spin up / spin down): -6.89 / -6.97 eV
ΔE to the lowest compared entry with this formula, charge and spin: 197.6 kcal/mol